1.
{"formula": "C5H7NO", "method": "ωB97M-V/def2-TZVPD", "smiles": "[H]/N=C\\OC=C1CC1", "homo_energy_ev": -9.05, "symbols": ["O", "C", "N", "C", "C", "C", "C", "H", "H", "H", "H", "H", "H", "H"], "coordinates": [[1.0515, 0.1981, -1.7893], [1.8678, 0.5431, -0.7356], [2.1898, -0.2313, 0.2020], [-0.5049, 0.2394, 1.2018], [-1.8354, -0.3122, 0.7826], [-0.7614, -0.1996, -0.2361], [-0.2332, -0.2276, -1.4787], [2.1967, 1.5847, -0.8078], [1.7398, -1.1331, -0.0007], [-0.4341, 1.3122, 1.4059], [0.0436, -0.3182, 1.9831], [-2.0524, -1.3012, 1.1795], [-2.6647, 0.3808, 0.7612], [-0.6031, -0.5352, -2.4680]], "forces_ev_per_a": [[0.15, 0.31, 0.40], [0.21, -0.01, 0.31], [0.10, 0.16, -0.73], [0.18, 0.14, -0.10], [-0.16, -0.15, -0.39], [0.87, 0.14, -0.17], [-0.38, -0.03, 0.94], [0.08, -0.31, 0.09], [0.16, 0.08, 0.37], [-0.10, -0.26, -0.31], [0.01, 0.00, -1.04], [-0.15, 0.11, -0.21], [-0.21, -0.12, -0.21], [-0.76, -0.06, 1.04]]}

=====

2.
{"formula": "C4H14N2O", "method": "ωB97M-V/def2-TZVPD", "spin_multiplicity": 2, "s2": 0.7506, "charge": -1, "homo_energy_ev": [0.97, -5.61], "symbols": ["C", "C", "C", "C", "N", "N", "H", "H", "H", "H", "H", "H", "H", "H", "H", "H", "H", "H", "H", "H", "O"], "coordinates": [[0.7517, 0.9469, 1.5775], [0.0904, -0.4238, 1.5959], [-0.3702, -0.8077, 0.1712], [-1.6315, -0.0795, -0.3338], [-2.8453, -0.9361, -0.3618], [2.0564, 0.9523, 0.9142], [0.1274, 1.7031, 1.1029], [0.8941, 1.2740, 2.6134], [0.6332, -1.2649, 2.0094], [-0.8362, -0.2602, 2.1599], [-0.5444, -1.8860, 0.1653], [0.3977, -0.5839, -0.5526], [-1.9329, 0.6984, 0.3650], [-1.4493, 0.3464, -1.3144], [-3.0329, -1.1656, 0.6072], [-2.6080, -1.8320, -0.7861], [2.7358, 1.5499, 1.3456], [2.0695, 0.7755, -0.0780], [2.2587, -0.2127, -3.2457], [1.4482, 1.1204, -3.2795], [1.5022, 0.2513, -2.8358]], "forces_ev_per_a": [[1.43, -0.10, 0.09], [-1.52, 0.77, -1.32], [-0.11, 0.20, 0.21], [-0.46, -0.76, 0.60], [0.28, -0.14, -0.13], [-0.41, -0.85, 1.05], [-0.67, -0.15, 0.03], [0.12, 0.06, -0.07], [0.55, 0.33, 0.38], [-0.01, -0.40, 0.36], [-0.04, -0.03, -0.28], [0.59, -0.23, -0.20], [0.36, 0.50, -0.11], [-0.11, 0.07, -0.13], [-0.20, -0.10, 0.07], [-0.05, 0.19, -0.11], [0.10, 0.14, -0.61], [0.22, 0.46, -0.09], [0.02, 0.17, -0.18], [0.18, -0.05, -0.16], [-0.27, -0.12, 0.59]]}

=====

3.
{"formula": "C18H38N3OPRuSSi", "method": "ωB97M-V/def2-TZVPD", "spin_multiplicity": 5, "s2": 6.0611, "homo_energy_ev": [-5.51, -7.19], "symbols": ["Ru", "Si", "P", "N", "H", "C", "H", "H", "H", "C", "H", "H", "H", "C", "H", "H", "H", "C", "H", "H", "H", "H", "H", "C", "C", "C", "C", "C", "C", "H", "H", "H", "H", "H", "C", "O", "C", "H", "H", "H", "C", "H", "H", "H", "C", "N", "C", "C", "S", "N", "C", "C", "H", "H", "H", "H", "H", "H", "H", "H", "H", "H", "H", "H"], "coordinates": [[0.1229, 0.1451, -0.5910], [2.4301, 0.4954, -0.9833], [-0.1700, 0.5548, -2.9850], [-0.3879, -1.5336, -1.0384], [1.1899, -0.2229, 0.3982], [-1.8973, 0.6105, -3.5682], [-1.9209, 0.7334, -4.6629], [-2.4028, 1.4553, -3.0829], [-2.3992, -0.3235, -3.2907], [0.5168, 1.9937, -3.8759], [0.3300, 1.8606, -4.9525], [1.5952, 2.0740, -3.7018], [0.0133, 2.9089, -3.5404], [0.4499, -0.8476, -4.0035], [0.3627, -0.5969, -5.0711], [-0.1491, -1.7412, -3.7913], [1.4972, -1.0578, -3.7654], [2.9427, 2.3039, -0.9113], [2.4827, 2.8085, -0.0529], [2.6664, 2.8062, -1.8457], [4.0369, 2.3132, -0.8021], [3.4455, -0.1704, -0.1081], [2.7440, 0.0343, -2.3610], [-0.3162, -2.8523, -1.0470], [-1.3678, -5.0481, -0.9456], [-1.4395, -3.6882, -0.7116], [0.9269, -3.4928, -1.3884], [0.9587, -4.8553, -1.6250], [-0.1868, -5.6368, -1.4264], [-2.2418, -5.6721, -0.7605], [-2.3240, -3.1826, -0.3137], [1.8084, -2.8464, -1.4807], [1.8837, -5.3156, -1.9711], [-0.1531, -6.7081, -1.6353], [-1.8974, 3.5575, -0.6889], [-2.4120, 2.6132, -1.2856], [-2.2549, 3.8695, 0.7444], [-1.7421, 4.7644, 1.1102], [-1.9908, 3.0118, 1.3691], [-3.3386, 3.9945, 0.8278], [-0.8594, 4.4481, -1.3272], [-1.1540, 4.7133, -2.3504], [0.0880, 3.8971, -1.3955], [-0.6757, 5.3385, -0.7124], [1.0583, 1.8527, 2.8825], [0.6932, 0.6230, 3.5701], [1.5717, 0.1697, 4.6480], [-0.2152, -0.2030, 3.0278], [-1.0167, 0.2380, 1.5616], [-0.5574, -1.3330, 3.7277], [-0.9389, -1.2172, 5.1420], [-1.1808, -2.4547, 3.0256], [1.7968, 2.3643, 3.5058], [0.1740, 2.4897, 2.7496], [1.4950, 1.6392, 1.8916], [1.1928, 0.5042, 5.6257], [1.6630, -0.9227, 4.6378], [2.5595, 0.6162, 4.4941], [-1.5980, -2.0599, 5.3699], [-0.0584, -1.2946, 5.7892], [-1.4622, -0.2752, 5.3571], [-2.2104, -2.2222, 2.7135], [-0.5826, -2.7352, 2.1483], [-1.1946, -3.2926, 3.7328]], "forces_ev_per_a": [[-1.65, 2.99, -1.76], [0.30, -0.27, 0.17], [-0.09, -0.15, -0.11], [-0.23, -1.82, 0.24], [1.96, -0.81, 1.42], [-0.24, 0.16, -0.07], [-0.01, -0.09, 0.29], [0.11, -0.35, -0.23], [0.08, 0.18, -0.03], [0.01, 0.04, -0.25], [0.12, 0.13, 0.25], [-0.20, 0.03, -0.05], [0.18, -0.23, -0.05], [0.07, 0.13, 0.03], [0.00, -0.06, 0.27], [0.15, 0.22, 0.03], [-0.20, 0.00, -0.05], [0.26, 0.08, 0.00], [0.15, 0.05, -0.24], [0.03, 0.11, 0.29], [-0.24, 0.27, -0.05], [0.04, -0.08, -0.16], [0.27, -0.05, -0.09], [0.10, -1.22, 0.12], [0.13, -0.18, 0.07], [0.53, 0.57, -0.41], [-0.54, 0.29, -0.07], [-0.04, 0.03, 0.14], [-0.06, -0.06, -0.06], [0.20, 0.09, 0.01], [0.17, -0.31, -0.27], [-0.35, -0.33, -0.14], [-0.19, 0.02, 0.14], [-0.05, 0.33, 0.09], [-0.48, -0.99, -0.44], [0.65, 1.41, 0.82], [-0.09, -0.04, 0.12], [-0.17, -0.19, -0.02], [0.03, -0.01, -0.07], [0.11, 0.02, -0.03], [0.18, 0.10, -0.11], [0.04, 0.00, 0.28], [-0.15, -0.04, 0.07], [-0.09, -0.15, -0.38], [0.08, 0.29, -0.03], [0.14, -0.65, 0.00], [0.17, 0.25, 0.11], [-0.45, 0.32, -0.67], [-0.59, -0.41, 1.23], [-0.09, 0.31, -0.06], [0.29, -0.11, 0.08], [-0.04, -0.02, -0.20], [-0.17, 0.02, -0.14], [0.28, -0.16, -0.01], [-0.21, 0.08, 0.34], [0.17, -0.15, -0.21], [-0.02, 0.33, -0.06], [-0.18, -0.18, 0.03], [0.06, 0.31, 0.02], [-0.33, 0.01, 0.06], [0.11, -0.20, -0.13], [0.27, -0.09, 0.02], [-0.28, 0.14, 0.22], [0.03, 0.11, -0.30]]}

=====

So what do the calculations give for E_tot? Going down the list: -8832.9376 -9401.2401 -56380.0622 eV.
So what do the calculations give for max |F|? Going down the list: 1.29 2.16 3.84 eV Å⁻¹.
So what do the calculations give for energy relative to the best compared isomer or geometry (same formula, charge and spin)? Going down the list: 75.3 7.9 0.0 kcal per mole.